Below is the molecule C4H7N3 in a non-equilibrium geometry, with properties calculated with ωB97M-V with the def2-TZVPD basis set.

Each line ends with the natural charge from an NBO analysis.
Geometry (Å):
H: -0.11 1.16 -1.95  0.3546
N: 0.88 0.89 -1.87  -0.5342
C: 0.50 0.47 -0.74  0.2043
C: -1.01 0.68 -0.27  -0.5052
C: -1.15 -0.50 0.66  -0.2113
N: 0.19 -0.64 1.20  -0.5901
C: 1.19 -0.33 0.31  0.3529
N: 2.41 -0.68 0.41  -0.6642
H: 2.94 -0.30 -0.38  0.3521
H: -1.10 1.64 0.25  0.2303
H: -1.81 0.68 -1.05  0.2247
H: -1.46 -1.39 0.08  0.1789
H: -1.88 -0.34 1.46  0.2057
H: 0.39 -1.35 1.88  0.4014

## Properties
Orbital gap in eV: 9.87
Lowest unoccupied orbital energy in eV: 0.6
Energy relative to the best compared isomer or geometry (same formula, charge and spin) in kcal/mol: 29.9
SMILES: [H]/N=C1\CCN\C1=N\[H]
HOMO energy in eV: -9.28
Total energy in eV: -8730.38405

Below is a structure of composition C25H26BN3O2RhS2, with properties calculated with ωB97M-V with the def2-TZVPD basis set.

Each line ends with the Löwdin spin population.
Geometry (Å):
Rh: -0.24 -0.04 -0.26  2.2714
C: -0.36 1.05 -3.11  0.0081
C: -1.57 0.11 -3.11  0.0064
N: -1.48 -0.86 -2.01  0.0813
C: -2.76 -1.30 -1.44  0.0062
C: -3.54 -0.15 -0.80  0.0072
S: -2.55 1.01 0.19  0.1076
C: -2.34 2.43 -0.94  0.0089
C: -0.90 2.76 -1.34  0.0099
N: -0.08 1.61 -1.78  0.0815
H: -0.51 1.84 -3.85  0.0020
H: 0.53 0.48 -3.40  -0.0002
H: -1.62 -0.39 -4.08  0.0017
H: -2.49 0.68 -3.01  0.0000
H: -0.96 -1.68 -2.31  0.0012
H: -2.52 -2.05 -0.69  -0.0003
H: -3.39 -1.77 -2.20  0.0024
H: -4.28 -0.57 -0.12  0.0006
H: -4.09 0.44 -1.53  0.0012
H: -2.75 3.30 -0.43  0.0014
H: -2.98 2.25 -1.81  0.0004
H: -0.39 3.19 -0.48  0.0001
H: -0.94 3.52 -2.12  0.0019
H: 0.89 1.92 -1.77  0.0029
S: -0.99 -1.61 3.75  0.0910
C: -0.81 0.13 3.93  0.0346
C: -1.21 0.93 4.98  -0.0007
C: -0.98 2.30 4.90  0.0408
C: -0.36 2.84 3.77  0.0014
C: 0.04 2.04 2.72  0.0349
C: -0.19 0.67 2.79  0.0072
N: 0.14 -0.25 1.82  0.2446
C: -0.24 -1.52 2.17  0.1917
C: -0.14 -2.58 1.26  0.1587
C: -0.92 -3.77 1.41  0.0541
C: -1.09 -4.62 0.37  0.0731
C: -0.46 -4.38 -0.89  0.1159
C: 0.39 -3.32 -1.03  0.0274
C: 0.63 -2.41 0.04  0.1648
H: -1.68 0.50 5.86  -0.0010
H: -1.28 2.94 5.71  0.0024
H: -0.18 3.91 3.73  -0.0008
H: 0.56 2.45 1.86  0.0017
H: -1.43 -3.95 2.35  0.0030
H: -1.71 -5.50 0.49  0.0021
H: -0.60 -5.08 -1.71  0.0063
H: 0.95 -3.20 -1.95  -0.0014
O: 2.82 -1.19 0.89  0.0116
B: 1.87 -1.51 -0.07  0.0555
O: 2.13 -0.82 -1.28  0.0630
C: 3.23 -0.03 -1.01  0.0008
C: 3.87 0.86 -1.84  0.0035
C: 4.96 1.55 -1.29  0.0012
C: 5.36 1.32 0.02  0.0045
C: 4.71 0.41 0.85  0.0005
C: 3.63 -0.25 0.30  0.0033
H: 3.57 1.00 -2.86  0.0001
H: 5.50 2.25 -1.90  0.0000
H: 6.21 1.87 0.41  0.0002
H: 5.02 0.23 1.87  -0.0001

## Properties
Orbital gap (spin up / spin down) in eV: 5.97 / 6.40
Lowest unoccupied orbital energy (spin up / spin down) in eV: -2.2 / -4.4
Energy relative to the best compared isomer or geometry (same formula, charge and spin) in kcal/mol: 0.0
Total charge: +1
Spin multiplicity: 5
HOMO energy (spin up / spin down) in eV: -8.13 / -10.76
Total energy in eV: -60263.28511

Below is the molecule C3H5NO2, with properties calculated with ωB97M-V with the def2-TZVPD basis set.

Each line ends with the natural charge from an NBO analysis.
Geometry (Å):
H: 0.60 -2.47 -0.37  0.3671
N: 0.48 -1.48 -0.21  -0.7220
C: -0.21 -0.94 -1.12  0.4251
O: -0.55 0.36 -1.12  -0.4835
C: -0.28 1.17 0.03  -0.1764
C: 0.35 0.52 1.27  0.4190
O: -0.31 0.33 2.27  -0.5256
H: -0.63 -1.42 -2.01  0.1615
H: -1.24 1.59 0.34  0.2080
H: 0.38 1.98 -0.31  0.1968
H: 1.44 0.39 1.26  0.1301

## Properties
Orbital gap in eV: 10.61
Lowest unoccupied orbital energy in eV: 0.8
Energy relative to the best compared isomer or geometry (same formula, charge and spin) in kcal/mol: 43.0
SMILES: [H]/N=C/OCC=O
HOMO energy in eV: -9.77
Total energy in eV: -8775.82996

Below is a cluster of 2 separate species, C3H11NO3 in total in a non-equilibrium geometry, with properties calculated with ωB97M-V with the def2-TZVPD basis set.

Each line ends with the natural charge from an NBO analysis.
Geometry (Å):
O: -0.68 1.35 1.56  -0.7163
C: 0.46 0.50 1.85  -0.0966
C: 0.45 -1.01 1.34  -0.2585
N: 0.25 -1.30 0.00  -0.6538
C: 1.37 -0.86 -0.86  0.0856
O: 2.66 -1.42 -0.48  -0.7075
H: -1.41 0.80 1.54  0.4533
H: 0.46 0.56 2.91  0.1723
H: 1.43 0.99 1.47  0.1727
H: -0.24 -1.51 2.02  0.1896
H: 1.43 -1.45 1.64  0.2007
H: -0.70 -0.93 -0.31  0.3755
H: 1.55 0.30 -0.83  0.1506
H: 0.89 -1.21 -1.73  0.1670
H: 2.33 -2.27 -0.05  0.4651
O: -3.45 2.50 -2.98  -0.9437
H: -3.53 1.71 -3.58  0.4726
H: -3.27 3.26 -3.50  0.4712

## Properties
Orbital gap in eV: 9.93
Lowest unoccupied orbital energy in eV: 0.7
Energy relative to the best compared isomer or geometry (same formula, charge and spin) in kcal/mol: 69.5
SMILES: OCCNCO.O
HOMO energy in eV: -9.27
Total energy in eV: -10919.99301

Below is the molecule C5H11NO in a non-equilibrium geometry, with properties calculated with ωB97M-V with the def2-TZVPD basis set.

Each line ends with the natural charge from an NBO analysis.
Geometry (Å):
C: -0.01 -1.82 0.88  -0.6333
C: 0.81 -1.27 -0.24  -0.3184
C: 1.11 0.02 -0.49  0.3103
O: 1.94 0.32 -1.56  -0.6913
C: 0.63 1.26 0.25  -0.2857
N: -0.76 1.33 0.69  -0.6113
C: -1.72 1.15 -0.38  -0.4193
H: -1.02 -2.05 0.54  0.2116
H: 0.44 -2.76 1.23  0.2182
H: -0.05 -1.16 1.75  0.2013
H: 1.22 -2.04 -0.89  0.1877
H: 2.25 -0.50 -1.97  0.4770
H: 1.28 1.41 1.12  0.2155
H: 0.81 2.13 -0.39  0.2155
H: -0.93 0.67 1.44  0.3543
H: -1.47 1.75 -1.26  0.1982
H: -2.71 1.47 -0.04  0.1986
H: -1.81 0.10 -0.68  0.1711

## Properties
Orbital gap in eV: 9.44
Lowest unoccupied orbital energy in eV: 0.9
Energy relative to the best compared isomer or geometry (same formula, charge and spin) in kcal/mol: 40.0
SMILES: C/C=C(/O)CNC
HOMO energy in eV: -8.50
Total energy in eV: -8899.96463

Below is a structure of composition C50H33GdI4N8O2 in a non-equilibrium geometry, with properties calculated with ωB97M-V with the def2-TZVPD basis set.

Each line ends with the Löwdin spin population.
Geometry (Å):
Gd: 0.05 -0.02 0.95  7.1279
I: -7.40 6.42 -1.29  0.0000
C: -5.87 5.18 -0.72  0.0000
C: -5.21 4.43 -1.70  0.0000
C: -4.17 3.63 -1.34  -0.0002
C: -3.87 3.44 0.02  -0.0006
C: -4.54 4.17 1.00  -0.0002
C: -5.54 5.07 0.63  0.0000
C: -2.74 2.46 0.32  -0.0053
C: -3.13 1.11 0.54  0.0027
C: -4.51 0.67 0.63  0.0018
C: -4.51 -0.70 0.60  0.0019
C: -3.11 -1.13 0.47  0.0025
C: -2.74 -2.47 0.25  -0.0057
C: -3.88 -3.47 -0.02  -0.0006
C: -4.53 -3.44 -1.23  -0.0002
C: -5.57 -4.30 -1.48  0.0000
C: -6.00 -5.16 -0.46  0.0000
I: -7.54 -6.41 -0.90  0.0000
C: -5.36 -5.19 0.77  0.0000
C: -4.28 -4.36 0.99  -0.0002
C: -1.41 -2.92 0.06  0.0029
N: -0.27 -2.12 -0.10  -0.0301
C: 0.75 -2.93 -0.55  -0.0007
C: 2.02 -2.52 -1.06  -0.0002
C: 2.99 -3.62 -1.49  -0.0001
C: 3.92 -4.17 -0.59  0.0000
C: 4.76 -5.19 -1.00  0.0000
C: 4.68 -5.65 -2.32  0.0000
I: 5.94 -7.16 -2.88  0.0000
C: 3.80 -5.05 -3.24  0.0000
C: 2.98 -4.04 -2.82  0.0000
C: 2.42 -1.15 -1.23  -0.0003
C: 3.66 -0.74 -1.82  -0.0011
C: 3.68 0.65 -1.79  -0.0003
C: 2.43 1.09 -1.21  -0.0012
N: 1.69 -0.04 -0.84  -0.0180
C: 1.98 2.44 -1.17  0.0014
C: 0.72 2.88 -0.64  -0.0016
C: 0.26 4.26 -0.69  0.0020
C: -1.06 4.25 -0.29  -0.0012
C: -1.41 2.89 0.05  0.0022
N: -0.27 2.09 -0.03  -0.0260
C: 2.79 3.49 -1.95  0.0001
C: 2.25 3.96 -3.13  0.0000
C: 2.93 4.89 -3.87  0.0000
C: 4.08 5.47 -3.33  0.0000
I: 4.96 6.98 -4.37  0.0000
C: 4.62 5.05 -2.11  0.0000
C: 4.00 4.02 -1.45  0.0001
C: 0.29 -4.32 -0.56  0.0024
C: -1.03 -4.31 -0.18  -0.0006
N: -2.30 -0.01 0.51  -0.0235
H: -5.50 4.54 -2.76  0.0000
H: -3.56 3.13 -2.10  0.0000
H: -4.29 4.03 2.07  0.0000
H: -6.03 5.70 1.36  0.0000
H: -5.39 1.33 0.74  0.0000
H: -5.40 -1.34 0.61  0.0000
H: -4.21 -2.70 -1.98  0.0000
H: -6.07 -4.32 -2.45  0.0000
H: -5.72 -5.85 1.56  0.0000
H: -3.73 -4.33 1.93  0.0000
H: 3.96 -3.80 0.45  0.0000
H: 5.47 -5.63 -0.30  0.0000
H: 3.76 -5.41 -4.27  0.0000
H: 2.29 -3.55 -3.54  0.0000
H: 4.42 -1.39 -2.23  -0.0001
H: 4.49 1.27 -2.14  -0.0001
H: 0.87 5.10 -1.04  0.0000
H: -1.71 5.11 -0.21  -0.0002
H: 1.29 3.58 -3.48  0.0000
H: 2.59 5.23 -4.86  0.0000
H: 5.50 5.55 -1.70  0.0000
H: 4.44 3.60 -0.52  0.0000
H: 0.91 -5.19 -0.84  0.0000
H: -1.70 -5.17 -0.13  -0.0002
N: -0.74 1.29 3.11  -0.0051
N: -1.51 0.42 3.92  -0.0010
C: -1.37 -0.97 3.59  0.0000
O: -2.34 -1.64 3.91  -0.0016
O: -0.30 -1.28 2.96  -0.0147
H: 0.12 1.44 3.65  0.0003
H: -1.18 2.22 3.00  0.0002
H: -2.49 0.68 4.06  -0.0001
N: 5.53 -0.19 4.83  0.0004
C: 4.47 -0.06 3.95  0.0005
C: 3.83 1.19 3.72  -0.0004
C: 2.80 1.25 2.80  0.0002
N: 2.26 0.17 2.22  -0.0078
C: 2.85 -1.02 2.43  0.0006
C: 3.99 -1.18 3.19  -0.0003
H: 5.82 0.59 5.40  0.0000
H: 5.86 -1.10 5.11  0.0000
H: 4.11 2.09 4.29  -0.0001
H: 2.35 2.22 2.52  0.0001
H: 2.36 -1.87 1.96  0.0002
H: 4.49 -2.14 3.25  0.0000

## Properties
Orbital gap (spin up / spin down) in eV: 5.79 / 5.76
Lowest unoccupied orbital energy (spin up / spin down) in eV: -1.3 / -1.3
Energy relative to the best compared isomer or geometry (same formula, charge and spin) in kcal/mol: 0.0
Spin multiplicity: 8
HOMO energy (spin up / spin down) in eV: -7.10 / -7.09
Total energy in eV: -121641.27818